Entry 1:
Here is a molecular structure, C49H53BiF3N6Sb from OMol25. Energies are from the ωB97M-V functional and the def2-TZVPD basis.

Geometry as XYZ:
```
113
Properties=species:S:1:pos:R:3:forces:R:3
Bi 0.875741 -0.021089 0.292343 0.47 -0.11 -0.36
Sb -2.045623 -0.903673 1.080768 -1.56 -1.00 0.58
F -7.408233 -0.385014 -2.087701 -0.05 0.00 -0.03
F -4.379868 0.090684 6.783073 -0.02 -0.01 0.05
F -2.588660 -7.133821 1.200596 -0.03 -0.06 -0.01
N -2.238313 2.567116 -0.786603 0.00 0.08 0.05
N 0.311491 1.870559 1.160771 0.14 0.05 -0.08
N -0.534906 -0.547133 -4.474925 -0.06 -0.06 -0.20
N -3.526362 4.280744 -0.272394 -0.05 0.05 0.01
N 2.376587 1.579554 -0.567876 0.02 0.00 0.24
N 0.083627 -0.122954 -2.039450 0.10 0.06 0.26
C 2.359425 -3.022519 1.088613 0.06 -0.02 0.00
C 0.785717 -1.331272 -2.544012 0.11 -0.13 -0.16
C -1.749846 -0.487443 -3.678476 0.09 -0.01 0.09
C -2.935586 -5.070988 2.256082 -0.03 -0.07 -0.01
C -4.202139 -1.617702 -1.021599 -0.01 -0.02 0.02
C -2.511614 0.025279 5.380012 0.05 0.02 0.11
C -4.715433 -0.542946 4.555126 -0.06 -0.02 0.05
C -3.062835 4.522489 -1.537359 0.08 -0.04 -0.16
C 3.591469 1.264787 -1.349306 0.28 0.18 -0.18
C 3.429091 -2.221848 0.704700 -0.02 0.00 0.03
C -0.585677 2.295009 2.082624 -0.01 0.10 0.16
C 3.772677 1.976905 -3.766658 0.00 0.01 0.02
C -5.984441 0.426596 -0.417543 -0.10 0.07 0.01
C 1.897164 -1.531406 2.890371 0.09 -0.01 0.09
C 1.121526 2.951241 0.851536 -0.32 0.14 0.20
C 5.356797 0.876933 1.893039 -0.04 -0.09 -0.17
C 0.307799 -1.630293 -3.995483 0.03 0.12 0.01
C -2.470659 -5.808219 1.180851 0.01 0.19 0.04
C -4.791602 0.312681 0.278148 0.02 -0.03 -0.06
C -1.878167 -5.205703 0.085777 0.04 -0.11 -0.13
C -2.270161 3.456568 -1.839885 -0.10 0.03 0.04
C 4.145759 2.885557 -4.745936 -0.06 -0.02 -0.04
C -3.892649 -0.704722 -0.019675 0.43 0.19 0.20
C 1.628948 -2.735518 2.242020 -0.11 0.04 0.01
C -2.199518 -3.059761 1.146058 0.34 0.49 -0.08
C -1.991657 -0.187400 4.113003 -0.02 -0.05 -0.02
C -0.369976 3.629630 2.375891 -0.12 -0.11 0.07
C -3.871247 -0.139684 5.576149 0.05 -0.04 -0.17
C 6.250940 -1.464578 1.733420 -0.08 0.08 -0.05
C 4.956546 4.378064 -3.051341 0.02 -0.01 0.09
C 3.820021 -1.114540 1.465964 -0.10 0.08 -0.14
C 4.709417 4.100436 -4.387393 0.05 0.01 -0.03
C -5.391144 -1.517317 -1.725590 -0.08 -0.02 -0.08
C 2.978976 -0.730376 2.513516 0.06 -0.06 0.04
C 2.188779 2.747159 -0.042410 0.20 -0.04 -0.20
C 5.175269 -0.485752 1.228816 0.11 -0.01 0.13
C -3.007323 3.102400 0.134023 0.18 -0.08 -0.13
C 0.174082 0.719080 -4.367254 -0.07 -0.05 0.09
C 4.615221 3.453448 -2.075817 0.00 -0.05 -0.04
C 0.682445 -3.725905 2.850975 0.06 -0.02 0.00
C -4.182820 -0.757356 3.294642 0.06 0.03 0.03
C -6.264544 -0.490209 -1.414213 0.18 0.00 0.07
C -2.822421 -0.561863 3.060432 0.24 0.10 -0.50
C -1.738896 -3.826563 0.079233 0.07 0.02 0.09
C 0.459191 1.045964 -2.875621 -0.12 0.14 -0.30
C -2.797173 -3.692201 2.231145 0.04 -0.02 -0.05
C -1.379462 -0.341046 -2.177529 -0.23 -0.15 -0.20
C 0.709360 4.051809 1.593559 0.20 -0.06 -0.14
C 3.982579 2.259917 -2.420698 -0.11 -0.05 0.10
H -0.431172 1.501452 -4.825594 0.02 0.01 0.01
H -5.769511 -0.685879 4.751697 0.01 0.01 0.03
H -3.537497 -2.442115 -1.249587 -0.03 -0.02 0.00
H 1.100435 0.644358 -4.938223 0.01 0.03 0.03
H -1.321384 1.630706 2.504354 -0.05 0.03 -0.04
H 4.023134 -2.510614 -0.156263 0.04 -0.02 0.03
H 1.163044 -1.732732 -4.663378 0.01 -0.04 0.03
H -3.329554 5.399787 -2.099573 -0.02 0.00 0.03
H 1.332028 -1.277786 3.781527 0.00 0.05 -0.02
H -1.542101 -5.817093 -0.741404 0.02 -0.01 0.02
H 6.310491 1.304032 1.585464 0.01 0.04 0.04
H -3.199714 2.678366 1.104287 -0.07 0.11 0.04
H 3.347281 1.022727 -4.059729 0.00 -0.01 0.01
H 2.146484 -3.930619 0.535192 -0.02 0.02 0.00
H -4.154574 4.872710 0.243832 0.01 -0.01 0.06
H 1.505232 1.279327 -2.736187 0.07 -0.02 0.09
H -1.898296 0.488722 -1.704846 -0.01 0.04 0.10
H 5.327137 -0.380423 0.151176 -0.03 -0.06 0.00
H -5.654674 -2.228383 -2.497165 0.00 0.01 0.00
H -3.402778 -5.574072 3.092017 0.02 -0.02 -0.01
H -1.257392 -3.357744 -0.774144 -0.01 -0.03 -0.02
H 1.159109 5.032240 1.588534 0.00 -0.01 -0.07
H -0.925002 -0.061757 3.960797 0.00 0.03 0.02
H -4.831013 -1.092765 2.495924 -0.06 0.04 0.02
H -2.359684 0.351363 -4.014496 0.03 0.02 0.01
H -1.740364 3.282595 -2.761748 0.00 0.01 0.00
H -4.583312 1.010305 1.077103 -0.05 0.02 -0.01
H -0.261920 -2.558759 -4.035076 0.02 0.00 0.01
H -2.324949 -1.399432 -3.842783 -0.03 0.03 0.02
H 4.888599 3.646356 -1.044334 -0.03 0.03 0.02
H 1.209508 -4.260714 3.645006 -0.04 -0.02 -0.01
H 0.577286 -2.172000 -1.874385 -0.01 0.05 0.04
H 3.218049 0.141073 3.110378 -0.02 0.01 -0.01
H 1.861596 -1.140602 -2.514032 -0.01 0.01 0.02
H 5.441251 5.301121 -2.762582 0.00 0.01 -0.04
H 4.563615 1.578814 1.618433 0.00 0.02 0.05
H 0.338770 -4.462329 2.128148 -0.08 0.00 -0.04
H -1.883062 0.316362 6.210848 -0.01 0.00 0.00
H 7.240558 -1.034061 1.583047 0.02 -0.04 0.02
H 3.437978 0.280918 -1.796387 0.04 0.00 0.00
H 6.116572 -1.665202 2.797528 0.02 0.02 0.01
H -0.932658 4.222128 3.078348 0.01 -0.02 0.01
H 4.987075 4.815255 -5.150085 0.01 -0.01 0.00
H 5.374393 0.782057 2.979505 0.00 0.05 0.01
H 4.427734 1.175561 -0.654596 -0.12 -0.04 0.05
H 6.202147 -2.414140 1.201091 0.03 -0.01 0.01
H -1.621749 -1.268290 -1.658096 0.06 0.00 0.05
H 2.852594 3.576237 -0.267019 0.03 0.03 -0.04
H -6.699939 1.206257 -0.192472 0.00 -0.01 0.00
H -0.176740 -3.236948 3.305001 -0.07 -0.01 0.01
H -3.153684 -3.119190 3.074952 -0.02 0.00 0.04
H 4.007259 2.638944 -5.790352 -0.03 0.02 0.00
H -0.124316 1.892047 -2.520202 -0.01 0.03 0.07
```
Positions in Å, forces in eV/Å.

The value obtained for the maximum force is 1.94 eV/Å. For the molar mass, the calculation gives 1113.74 g/mol. Its HOMO-LUMO gap is 7.4 eV. As for the net charge: +2. The HOMO energy comes out at -0.4921 Ha.

natural (NBO) population analysis, charges in e, atoms 1 to 6: atom 1 (Bi): 1.9120, atom 2 (Sb): 1.1561, atom 3 (F): -0.2962, atom 4 (F): -0.3042, atom 5 (F): -0.2954, atom 6 (N): -0.5297


Entry 2:
Here is 2 unconnected molecules or ions with the total composition C3H10NO2 from OMol25. Energies are from the ωB97M-V functional and the def2-TZVPD basis.

Geometry as XYZ:
```
16
Properties=species:S:1:pos:R:3:forces:R:3
O -1.135637 2.972918 -0.065068 0.11 0.00 0.02
O -0.542729 -2.746183 -1.690572 0.47 -0.78 0.22
N 0.642504 -0.994904 0.071193 -0.31 1.63 0.59
C -0.086672 1.217236 1.143819 -0.10 0.25 0.61
C -0.324226 2.686967 0.769450 -0.19 -0.12 -0.15
C 0.170708 0.465219 -0.149342 -0.53 -0.47 0.03
H 0.024698 -3.511785 -1.474661 -0.32 0.38 -0.21
H -0.756621 0.430437 -0.729506 0.29 -0.10 0.06
H 0.284903 3.454061 1.272583 -0.02 -0.01 0.10
H 0.863287 -1.090170 1.066403 -0.29 -0.38 -0.16
H -0.093472 -1.643176 -0.266297 0.49 -0.17 -0.09
H 0.917343 0.945310 -0.758197 0.34 0.14 -0.14
H 0.705981 1.158463 1.905612 0.04 -0.12 -0.45
H -1.011828 0.875460 1.633063 0.19 -0.03 -0.19
H 1.524117 -1.091927 -0.420588 -0.07 -0.53 -0.34
H -1.182357 -3.127931 -2.307898 -0.10 0.31 0.09
```
Positions in Å, forces in eV/Å.

The value obtained for the maximum force is 1.76 eV/Å. The energy above the lowest of the compared OMol25 structures with the same formula, charge and spin is 106.03 kJ/mol. For the molar mass, the calculation gives 92.12 g/mol. Its HOMO-LUMO gap is 10.1 eV. As for the net charge: +1. The HOMO energy comes out at -0.5050 Ha.

natural (NBO) population analysis, charges in e, atoms 1 to 6: atom 1 (O): -0.4739, atom 2 (O): -0.9767, atom 3 (N): -0.6940, atom 4 (C): -0.5507, atom 5 (C): 0.4363, atom 6 (C): -0.2139


Entry 3:
Here is 6 unconnected molecules or ions with the total composition C38H80Cl2N3O9S from OMol25. Energies are from the ωB97M-V functional and the def2-TZVPD basis.

Geometry as XYZ:
```
133
Properties=species:S:1:pos:R:3:forces:R:3
Cl 0.285856 1.939627 3.904838 -0.67 -0.47 -0.93
Cl 1.847310 -1.048756 2.390098 -0.30 0.93 -0.20
S -2.393008 -0.234182 6.611867 -0.07 0.28 0.20
O 5.522533 1.480263 -1.126105 -0.23 0.06 0.20
O -4.375105 -0.098941 0.603522 0.63 0.88 0.39
O 0.784706 1.865462 -3.826622 -0.04 0.16 0.15
O -5.212232 3.838625 -1.475732 0.05 -0.36 0.15
O 3.002257 -3.141307 8.051501 -0.18 0.15 0.11
O 2.620708 0.687086 -10.326140 -0.12 -0.14 -0.10
O -6.588897 -1.052176 -0.800781 0.33 0.50 -0.25
O -2.699954 -4.383724 4.500798 -0.99 0.21 -0.06
O -2.447361 -0.083681 -0.630676 0.22 0.37 1.58
N -0.940392 -0.161345 2.658875 0.68 1.65 -2.27
N -1.011829 -4.327533 1.106119 -0.92 -0.74 -0.47
N -1.048146 -0.436627 3.920006 -1.13 -1.68 0.46
C -1.043784 0.228631 -3.951166 0.18 -0.18 0.09
C 2.804450 -2.863692 6.677000 -0.03 -0.04 -0.03
C -0.298938 1.379014 -4.605069 -0.05 -0.02 0.00
C -1.953950 -1.821466 5.760793 -0.10 0.75 0.07
C -6.496766 4.103938 -2.026802 -0.08 0.01 -0.15
C -6.460238 4.468721 -3.500057 0.18 0.17 -0.02
C -1.813070 -1.483705 4.249482 -0.15 -0.97 -0.94
C -4.281019 4.910546 -1.505774 0.03 0.16 0.05
C 5.280096 -4.044804 7.847978 -0.02 0.08 -0.22
C 3.860740 -4.230285 8.355705 0.16 -0.06 0.03
C -2.268960 -1.966982 1.787024 1.05 1.73 2.00
C 0.032722 -0.299539 8.147195 -0.07 -0.19 0.67
C -3.351349 0.741492 0.093819 -1.39 0.52 -1.66
C 5.382036 0.108361 -1.455686 0.07 -0.07 0.05
C -5.621999 0.604178 0.746030 -0.93 -0.60 0.29
C -1.526332 -0.171894 8.229362 0.90 -0.09 0.46
C -3.663748 -5.392147 4.862864 -0.32 -0.99 -0.12
C 4.972671 0.912166 -9.647307 -0.07 0.01 0.21
C 6.116105 2.266378 -3.379114 -0.07 -0.23 -0.05
C 1.343535 0.593856 1.765449 0.68 0.73 -0.61
C -0.060621 1.039984 2.358753 1.45 0.32 1.13
C -4.732392 6.129018 -0.719850 -0.20 0.03 -0.05
C 6.659947 -0.693186 -1.282485 0.17 0.09 -0.11
C 3.864390 1.308244 -10.607911 0.12 -0.01 0.01
C -1.238186 -0.334343 0.080447 0.87 -0.11 -0.46
C -1.439701 -0.764685 1.556967 -2.07 -2.72 0.48
C 2.472301 1.674772 2.010365 0.14 -0.32 -0.77
C 2.050268 0.972296 -9.061819 -0.07 0.08 0.00
C -6.516054 0.352752 -0.516272 0.05 0.24 0.58
C 6.456411 2.219187 -1.899333 0.05 0.11 -0.15
C 2.166790 -4.009967 5.910392 0.10 -0.17 0.01
C 1.825817 0.942554 -3.548514 0.12 0.04 -0.07
C -2.885320 -2.802301 0.647163 0.64 -1.38 0.87
C 2.522576 0.419880 -4.792034 -0.16 -0.09 -0.15
C -2.198713 -4.229600 0.659240 -0.24 1.05 0.40
C -2.443784 -2.280554 3.200688 0.22 -0.30 -1.07
C -3.333768 -3.493941 3.590122 -0.20 0.34 -0.32
C 1.738702 2.444803 -8.854722 0.19 0.13 -0.02
H 5.927917 1.324994 -9.976913 -0.05 -0.02 -0.01
H 2.138052 -1.998647 6.634932 0.09 0.01 0.15
H 0.042554 1.107916 -5.609547 0.00 -0.08 0.01
H 2.689445 0.587512 -8.258932 0.04 0.07 0.05
H 7.426042 -0.386146 -1.997488 -0.04 -0.08 -0.01
H 4.981967 -0.001188 -2.470085 0.07 -0.03 -0.05
H -1.748484 0.839190 8.660903 -0.12 -0.79 -0.70
H 7.071952 -0.549923 -0.281426 -0.09 -0.04 -0.01
H 2.055703 2.707396 1.873158 0.30 -0.95 0.40
H 4.141586 0.991596 -11.614727 -0.19 -0.06 0.02
H 1.931770 -3.701016 4.889159 0.00 0.01 0.03
H -5.961732 5.426397 -3.664231 -0.09 0.00 -0.02
H -0.986065 2.218521 -4.727877 0.17 0.08 0.07
H -2.715605 -2.393929 -0.371748 -0.52 0.06 0.90
H -3.359736 4.526960 -1.061367 -0.09 -0.17 -0.03
H -7.564976 0.651060 -0.252926 0.96 0.10 -0.40
H 3.745443 -2.553523 6.210500 0.01 -0.06 -0.06
H -0.560084 0.534286 -0.079436 -0.46 -0.60 0.42
H 6.796589 2.938238 -3.905030 -0.03 -0.02 0.04
H -0.999431 -2.189355 6.202117 -0.63 0.06 -0.60
H 5.688496 -3.090863 8.187957 -0.02 -0.07 0.07
H -1.347689 0.495298 -2.936159 -0.08 0.05 -0.08
H -3.625815 -6.240663 4.123951 0.00 0.75 0.59
H -0.418935 -0.665412 -3.880582 -0.06 -0.02 -0.08
H 1.116698 0.407249 -9.013214 0.10 -0.08 -0.17
H -0.605186 1.756809 1.708683 0.41 -0.68 0.36
H -2.821114 -5.089203 0.307485 0.46 0.67 0.12
H 4.779996 1.280368 -8.637031 0.07 0.05 -0.03
H -7.473159 4.548045 -3.898070 0.04 -0.02 0.04
H 2.554122 1.479510 -2.936379 -0.14 0.13 0.01
H -5.606212 6.599312 -1.174528 0.07 0.05 -0.01
H -2.782481 -2.532916 5.951081 0.86 0.32 -0.36
H -7.075327 3.185113 -1.907736 0.15 -0.02 0.12
H -4.039601 5.176815 -2.539715 -0.04 0.05 0.00
H -3.669059 -4.081457 2.690757 0.39 0.72 0.67
H 0.362219 -1.307646 7.794694 -0.28 0.80 0.24
H -7.011131 4.873136 -1.442368 0.03 0.05 -0.04
H 2.862053 1.247204 -5.419136 0.04 0.00 0.09
H 1.853752 -0.195326 -5.397752 0.07 -0.06 0.02
H -6.153565 0.145300 1.620893 0.60 0.32 -0.70
H 3.384286 -0.192407 -4.518109 -0.03 0.04 0.00
H -3.463454 -5.813667 5.874684 0.19 0.54 -0.78
H 1.450014 0.116570 -2.932295 -0.01 -0.09 -0.05
H -3.962208 -2.964100 0.895630 0.71 0.48 -0.69
H 6.195941 1.280273 -3.841925 0.07 0.05 -0.04
H -0.752298 -1.206663 -0.438286 -0.37 0.74 0.55
H -4.715434 -5.008651 4.863598 0.85 -0.06 0.04
H -4.269200 -3.071703 4.051080 0.63 -0.23 -0.28
H 1.198294 2.592542 -7.916965 0.01 -0.02 -0.03
H 1.247230 -4.338976 6.400771 0.00 0.07 -0.02
H 5.921331 -4.851651 8.207144 -0.04 0.04 0.00
H 5.059234 -0.174851 -9.587324 0.02 0.04 -0.08
H -3.833775 1.421061 -0.666366 0.62 -0.43 0.63
H 6.443723 3.235771 -1.502638 -0.11 -0.11 0.14
H 5.320462 -4.046394 6.756545 0.04 -0.08 0.02
H -6.013768 -1.264928 -1.551629 -0.20 0.19 0.42
H -5.913742 3.714627 -4.070826 -0.08 -0.03 0.04
H 1.314231 0.473784 0.651435 -0.40 -0.04 1.07
H 3.747520 2.396527 -10.645701 0.04 0.02 0.06
H 5.091026 2.614399 -3.527435 0.05 0.07 0.03
H 7.469867 1.836811 -1.740982 0.00 -0.04 -0.06
H 3.883291 -4.305201 9.444099 -0.16 0.13 -0.04
H -0.752939 -5.320705 1.059439 0.32 0.33 0.08
H 2.975601 1.535421 2.990678 -0.61 0.29 -0.60
H 3.258012 1.573317 1.213519 -0.72 -0.16 0.70
H 1.132089 2.829601 -9.677098 -0.03 -0.07 0.05
H 0.526119 0.488315 7.533983 -0.61 -0.56 0.24
H 2.649747 3.045903 -8.812455 -0.04 0.00 0.08
H 0.427166 -0.180515 9.192360 -0.27 -0.20 -0.91
H -3.935070 6.873288 -0.680224 -0.02 -0.05 -0.01
H -1.953223 -0.906178 8.958558 0.38 0.46 -0.76
H 3.431392 -5.168605 7.988622 0.04 -0.01 -0.06
H 2.831855 -4.874080 5.852643 -0.02 0.04 -0.07
H -6.118892 0.946899 -1.373629 -0.46 -0.45 0.47
H -2.868338 1.406566 0.856798 -0.11 -0.81 -0.23
H -5.466137 1.684690 0.990379 -0.16 -0.72 -0.45
H 6.467201 -1.756482 -1.436898 -0.01 0.05 0.02
H -5.006136 5.849697 0.299978 0.08 0.00 -0.02
H -1.932197 -0.031107 -4.529733 0.03 0.04 0.03
H 4.622900 -0.290679 -0.777787 -0.02 0.17 0.03
```
Positions in Å, forces in eV/Å.

The value obtained for the maximum force is 3.45 eV/Å. For the molar mass, the calculation gives 826.04 g/mol. Its HOMO-LUMO gap is 7.2 eV. As for the net charge: +1. The HOMO energy comes out at -0.3986 Ha.

Mulliken population analysis, charges in e, atoms 1 to 6: atom 1 (Cl): -0.0856, atom 2 (Cl): -0.1505, atom 3 (S): -0.0939, atom 4 (O): -0.3972, atom 5 (O): -0.1405, atom 6 (O): -0.5084


- What is the formula in the second record?
  C3H10NO2


- What is the molar mass in the first record?
  1113.74 g/mol


- Among the records above, which one has the lowest molar mass?
  C3H10NO2


- Number 1 is which compound?
  C49H53BiF3N6Sb